Record 1
{
  "formula": "C4H6AgFO4",
  "method": "wB97M-V/def2-TZVPD",
  "symbols": ["C", "O", "H", "H", "H", "C", "O", "C", "C", "O", "O", "F", "H", "H", "H", "Ag"],
  "coordinates": [[1.1766, 2.4052, -0.4973], [0.3086, 1.5355, -1.1843], [2.2206, 2.0454, -0.5164], [1.1353, 3.3888, -0.9911], [0.8738, 2.5244, 0.5573], [-0.9186, -2.0779, 0.8408], [-1.3039, -1.9748, -0.3803], [-0.3648, 0.2750, -0.4895], [0.6994, -0.5064, 0.2668], [0.0688, -1.3362, 1.2616], [-1.6876, -2.6472, 1.6551], [-1.2634, 0.8482, 0.3987], [-0.7779, -0.1217, -1.4221], [1.2633, -1.1372, -0.4276], [1.3700, 0.1499, 0.8292], [-2.8003, -3.3711, 0.0990]],
  "atomic_forces_ev_per_a": [[0.38, -0.10, 1.02], [-1.49, -3.10, 0.38], [-0.29, 0.13, -0.07], [-0.11, -0.48, 0.13], [0.06, 0.15, -0.29], [1.18, 3.81, 0.44], [0.10, -1.44, 0.20], [2.34, 5.70, -1.32], [-0.09, 0.28, -0.69], [-0.60, -1.66, 0.32], [0.56, -0.77, 0.66], [0.32, -1.37, -0.70], [-0.32, -0.11, 0.79], [-0.01, 0.19, 0.14], [-0.29, -0.14, -0.15], [-1.75, -1.09, -0.87]],
  "homo_lumo_gap_ev": [7.160, 4.423],
  "multiplicity": 2,
  "charge": 1,
  "e_above_lowest_kj_mol": 83.0,
  "energy_ha": -703.399616
}


Record 2
{
  "formula": "C42H85IN9O14PS",
  "method": "wB97M-V/def2-TZVPD",
  "symbols": ["C", "C", "C", "O", "C", "C", "I", "C", "P", "N", "O", "C", "C", "C", "C", "C", "C", "C", "C", "C", "C", "O", "C", "C", "O", "S", "O", "O", "H", "H", "H", "H", "H", "H", "H", "H", "H", "H", "H", "H", "H", "H", "H", "H", "H", "H", "H", "H", "H", "H", "H", "H", "H", "H", "H", "H", "H", "C", "O", "N", "C", "C", "H", "H", "H", "H", "H", "H", "H", "C", "O", "N", "C", "C", "H", "H", "H", "H", "H", "H", "H", "C", "O", "N", "C", "C", "H", "H", "H", "H", "H", "H", "H", "C", "O", "N", "C", "C", "H", "H", "H", "H", "H", "H", "H", "C", "O", "N", "C", "C", "H", "H", "H", "H", "H", "H", "H", "C", "O", "N", "C", "C", "H", "H", "H", "H", "H", "H", "H", "C", "O", "N", "C", "C", "H", "H", "H", "H", "H", "H", "H", "C", "O", "N", "C", "C", "H", "H", "H", "H", "H", "H", "H"],
  "coordinates": [[-0.8574, 9.5431, -0.9378], [0.6916, 9.4000, -0.9463], [1.2228, 8.6806, -2.2109], [1.8029, 7.4161, -1.9104], [1.1729, 6.3231, -2.5154], [2.1395, 5.1636, -2.7282], [4.0101, 5.8940, -3.5265], [1.6122, 4.0780, -3.7109], [1.1810, 4.7654, -5.4056], [1.3028, 3.4086, -6.4622], [-0.4208, 5.1828, -5.4755], [0.4844, 3.2732, -2.9595], [-0.5186, 2.5609, -3.8414], [-1.8185, 3.0161, -3.8226], [-2.8095, 2.4573, -4.5829], [-2.5049, 1.3897, -5.4074], [-1.2287, 0.9114, -5.4033], [-0.2376, 1.4713, -4.6377], [1.1708, 2.2537, -2.0380], [0.2734, 1.7081, -0.9161], [0.5824, 0.2054, -0.6961], [0.6993, -0.0936, 0.6878], [0.0023, -1.2940, 1.0369], [-1.4769, -0.9281, 1.3380], [2.4233, 2.7224, -1.4604], [2.4565, 4.2796, -1.1234], [3.7882, 4.5584, -0.7061], [1.4958, 4.6638, -0.1329], [-1.3016, 9.2920, -1.9075], [-1.3165, 8.8727, -0.2042], [-1.1452, 10.5769, -0.7315], [1.0767, 10.4194, -1.0287], [1.0659, 8.8803, -0.0633], [0.3997, 8.6421, -2.9363], [2.0038, 9.2962, -2.6731], [0.3769, 5.9767, -1.8325], [0.6773, 6.5691, -3.4623], [2.4609, 3.3965, -3.8629], [1.8676, 2.6898, -6.0150], [1.8600, 3.7359, -7.2460], [-0.5800, 6.0228, -5.0325], [-0.0686, 3.9596, -2.3079], [-2.0686, 3.8587, -3.1804], [-3.8082, 2.8758, -4.5132], [-3.2890, 0.9705, -6.0281], [-0.9699, 0.0716, -6.0430], [0.7682, 1.0597, -4.6722], [1.4382, 1.3978, -2.6658], [0.5146, 2.1886, 0.0359], [-0.7947, 1.8180, -1.1185], [1.5286, -0.0883, -1.1771], [-0.2231, -0.3990, -1.1341], [0.4826, -1.7767, 1.8950], [0.0540, -2.0330, 0.2283], [-1.5431, 0.1611, 1.3877], [-1.7697, -1.2966, 2.3250], [-2.1231, -1.3175, 0.5515], [-0.8952, -5.2653, -0.5983], [-1.1458, -4.0738, -0.5741], [0.2490, -5.8241, -0.1672], [0.4736, -7.2576, -0.2374], [1.2843, -4.9649, 0.3803], [-1.6136, -6.0049, -0.9932], [0.6468, -7.6505, 0.7680], [1.3473, -7.4568, -0.8585], [-0.3852, -7.7577, -0.6719], [0.8944, -4.4231, 1.2434], [1.5928, -4.2356, -0.3707], [2.1413, -5.5623, 0.6814], [-0.0950, -10.8410, -1.8264], [0.0601, -9.6371, -1.9672], [-0.7056, -11.4238, -0.7841], [-0.8554, -12.8677, -0.6803], [-1.2345, -10.5852, 0.2761], [0.2687, -11.5652, -2.5735], [-1.9195, -13.1149, -0.6337], [-0.3625, -13.2214, 0.2251], [-0.4130, -13.3606, -1.5438], [-1.9762, -9.8972, -0.1343], [-0.4280, -9.9982, 0.7172], [-1.6952, -11.2028, 1.0429], [-4.2566, 0.0155, 2.8722], [-4.3750, 0.0163, 1.6581], [-5.1157, -0.5671, 3.7316], [-4.9198, -0.5335, 5.1731], [-6.2778, -1.2510, 3.1938], [-3.4150, 0.5070, 3.3722], [-4.8455, -1.5562, 5.5518], [-5.7785, -0.0387, 5.6372], [-4.0023, 0.0069, 5.4424], [-5.9573, -2.0529, 2.5267], [-6.8844, -0.5497, 2.6182], [-6.8720, -1.6667, 4.0045], [-0.7890, -6.3221, -6.5796], [-0.7345, -5.3552, -7.3159], [-0.8766, -6.2669, -5.2372], [-0.9374, -7.4629, -4.4164], [-0.9110, -4.9644, -4.5920], [-0.7697, -7.3549, -6.9689], [-1.8681, -7.4620, -3.8444], [-0.0928, -7.4770, -3.7260], [-0.9024, -8.3569, -5.0354], [-1.7697, -4.3978, -4.9538], [-0.0052, -4.4089, -4.8387], [-0.9823, -5.0830, -3.5134], [4.5776, 11.2165, -0.5488], [3.6727, 11.0413, -1.3427], [5.1544, 10.2364, 0.1713], [6.2282, 10.4948, 1.1100], [4.6774, 8.8704, -0.0028], [5.0049, 12.2147, -0.3527], [7.1149, 9.9297, 0.8157], [5.9123, 10.1783, 2.1069], [6.4723, 11.5550, 1.1328], [4.8004, 8.5659, -1.0425], [3.6163, 8.8163, 0.2444], [5.2360, 8.1962, 0.6419], [-1.2348, -15.1719, 1.9682], [-0.1374, -14.7465, 1.6530], [-1.5132, -16.4597, 2.2322], [-2.8443, -16.9013, 2.6027], [-0.4420, -17.4388, 2.1424], [-2.1131, -14.5102, 2.0642], [-2.8154, -17.3641, 3.5909], [-3.2040, -17.6318, 1.8755], [-3.5317, -16.0582, 2.6269], [0.3556, -17.1745, 2.8373], [-0.0305, -17.4407, 1.1326], [-0.8223, -18.4284, 2.3829], [3.6178, 11.9808, 3.8137], [4.2065, 12.9172, 4.3169], [3.2626, 10.8499, 4.4562], [2.5604, 9.7726, 3.7849], [3.5959, 10.7112, 5.8635], [3.3183, 11.9845, 2.7506], [1.5997, 9.5988, 4.2741], [3.1565, 8.8586, 3.8325], [2.3847, 10.0261, 2.7407], [3.1295, 11.5163, 6.4324], [4.6766, 10.7812, 5.9937], [3.2454, 9.7513, 6.2352], [-1.2611, 1.3719, 5.3198], [-2.1370, 0.5348, 5.1640], [-1.3852, 2.4788, 6.0686], [-0.3054, 3.4370, 6.2116], [-2.6431, 2.7215, 6.7554], [-0.2742, 1.2780, 4.8402], [-0.0282, 3.5221, 7.2642], [-0.6308, 4.4128, 5.8463], [0.5639, 3.1177, 5.6409], [-2.8543, 1.8959, 7.4367], [-3.4531, 2.7821, 6.0271], [-2.5874, 3.6512, 7.3159]],
  "atomic_forces_ev_per_a": [[0.21, -0.35, 0.20], [-0.63, 0.31, -1.17], [0.17, 0.84, 0.39], [-0.18, -0.11, -0.56], [-0.58, -0.32, 0.86], [0.06, -0.66, -0.80], [-0.16, 0.00, 0.20], [-1.25, -0.69, 0.42], [1.21, 1.85, -0.68], [0.20, 0.23, 0.76], [-0.19, -1.15, 0.43], [0.76, 0.04, 0.17], [0.18, 0.27, 0.52], [-0.34, 0.84, 0.67], [-0.48, 0.08, -0.08], [-1.12, 0.40, 0.02], [0.61, -1.24, -0.98], [0.77, 0.11, 0.35], [-1.17, -0.65, 0.15], [0.64, -0.81, 0.25], [-0.17, -0.01, 0.22], [0.21, -0.38, -0.12], [-0.75, 0.16, 0.06], [0.84, -0.34, 0.06], [-0.38, 0.95, -0.59], [1.57, 1.11, 1.54], [0.72, -0.47, -0.45], [-1.31, -0.51, -0.71], [0.15, 0.03, 0.06], [-0.05, 0.21, -0.04], [-0.07, -0.20, 0.19], [0.33, -0.22, 0.50], [0.05, 0.25, -0.01], [0.17, -0.51, 0.00], [0.03, -0.17, 0.16], [0.08, -0.07, -0.24], [0.45, 0.19, -0.05], [-0.18, 0.06, -0.24], [-0.37, -0.21, -0.13], [-0.20, -0.05, -0.07], [0.14, 0.08, -0.21], [-0.04, 0.01, -0.27], [0.06, -0.08, -0.07], [0.03, -0.16, -0.15], [0.21, -0.16, 0.00], [-0.07, 0.06, 0.07], [-0.12, -0.03, -0.05], [0.43, 0.26, 0.08], [-0.11, 0.26, -0.25], [0.17, 0.23, -0.11], [-0.13, 0.16, -0.06], [0.16, 0.06, -0.05], [0.13, 0.48, 0.02], [0.03, 0.17, 0.02], [-0.14, -0.12, -0.13], [-0.19, -0.15, -0.26], [-0.21, 0.12, 0.29], [-0.09, 0.01, -0.02], [0.09, 0.02, -0.01], [-0.04, -0.16, 0.02], [0.15, 0.43, 0.16], [-0.23, 0.12, -0.08], [0.03, -0.03, 0.01], [0.03, -0.09, -0.04], [-0.05, -0.20, 0.00], [0.03, 0.02, -0.06], [0.09, 0.05, 0.00], [0.06, 0.04, 0.08], [-0.04, -0.06, -0.03], [0.03, -0.01, -0.12], [-0.10, -0.15, 0.04], [0.00, -0.13, -0.17], [-0.01, 0.33, 0.24], [0.12, 0.12, -0.20], [0.00, -0.02, 0.02], [0.03, -0.12, -0.04], [-0.08, -0.10, -0.15], [0.00, 0.07, -0.03], [-0.01, 0.03, 0.10], [-0.07, 0.03, 0.08], [0.03, -0.05, -0.04], [0.16, 0.22, -0.11], [-0.32, -0.09, 0.05], [0.00, -0.03, 0.18], [-0.05, 0.10, -0.08], [0.18, 0.10, -0.16], [0.00, -0.03, 0.07], [-0.03, 0.04, 0.12], [0.02, -0.09, 0.12], [-0.48, -0.27, -0.29], [-0.11, -0.01, -0.03], [-0.06, -0.09, -0.03], [0.05, 0.03, 0.04], [0.00, -0.01, -0.08], [0.00, 0.03, 0.08], [-0.02, -0.18, -0.02], [0.03, 0.40, 0.09], [0.02, -0.03, -0.24], [0.00, -0.02, 0.04], [0.04, -0.15, 0.07], [-0.07, -0.18, 0.07], [0.02, 0.04, -0.04], [0.04, 0.08, 0.07], [-0.04, 0.08, 0.05], [-0.01, -0.05, -0.02], [0.05, -0.02, 0.02], [-0.13, 0.00, -0.07], [0.07, 0.10, 0.07], [-0.20, -0.26, -0.09], [-0.09, 0.20, -0.13], [0.02, -0.02, 0.03], [0.06, 0.05, 0.12], [0.18, 0.07, 0.08], [-0.06, 0.00, -0.02], [-0.08, -0.11, 0.03], [0.01, -0.12, -0.06], [0.03, 0.05, 0.01], [0.01, 0.06, 0.04], [0.01, -0.23, 0.15], [-0.16, 0.03, 0.03], [0.25, -0.13, -0.04], [0.08, 0.22, -0.05], [-0.02, -0.03, 0.00], [-0.13, -0.01, -0.01], [-0.11, 0.00, 0.07], [0.05, 0.03, -0.01], [0.05, -0.08, -0.04], [0.06, -0.06, 0.04], [-0.07, 0.04, 0.01], [0.01, 0.12, -0.18], [0.01, -0.10, 0.12], [-0.06, -0.10, -0.13], [0.12, 0.06, 0.26], [0.07, 0.22, -0.11], [-0.03, -0.06, 0.01], [-0.03, -0.09, -0.10], [-0.10, -0.06, -0.08], [0.03, 0.04, 0.01], [0.05, -0.04, 0.08], [-0.02, 0.00, 0.10], [-0.02, -0.01, -0.07], [0.15, -0.11, -0.12], [0.45, 0.28, 0.21], [0.10, 0.06, 0.01], [-0.25, -0.01, 0.10], [0.00, -0.22, -0.15], [-0.01, 0.01, -0.01], [0.09, 0.08, -0.03], [0.12, 0.04, 0.02], [-0.04, -0.04, -0.02], [-0.08, 0.05, 0.02], [-0.06, 0.02, 0.08], [0.06, 0.00, -0.03]],
  "homo_lumo_gap_ev": 8.153,
  "charge": 0,
  "energy_ha": -4234.685830
}